Record 1
A structure of composition C34H86Ba2F3LiN8O19S in a non-equilibrium geometry. Source: the Open Molecules 2025 dataset; level of theory: ωB97M-V with the def2-TZVPD basis set.

Last column: Löwdin charge in e.
Atoms and positions in Å:
Ba 5.615 4.367 1.334  1.83
Ba 1.514 7.600 -6.261  1.91
S -1.127 3.479 -0.670  0.54
F -1.864 1.031 0.128  0.12
F -1.712 1.229 -2.021  0.14
F -3.384 2.125 -1.101  0.10
O -2.200 10.347 8.342  -0.18
O 5.408 4.024 -5.916  -0.10
O -0.868 -6.285 -3.092  -0.01
O -3.080 9.123 -4.540  -0.09
O -2.088 4.363 0.110  -0.41
O 6.820 3.217 -4.443  -0.07
O 4.575 4.350 5.914  -0.19
O 1.431 4.897 -10.853  -0.08
O 0.051 3.001 0.058  -0.40
O -7.647 -0.454 2.806  -0.08
O -2.815 11.062 -3.769  -0.05
O -0.738 -5.496 8.285  -0.22
O -0.962 -2.547 -9.452  -0.24
O -8.525 -0.622 5.755  -0.09
O -0.165 3.522 -8.703  -0.08
O 5.000 3.841 -3.847  -0.07
O 6.423 -0.227 1.131  -0.21
O -0.872 3.972 -2.077  -0.41
O -3.874 9.637 -2.701  -0.05
N -3.833 9.509 5.071  0.02
N 6.255 6.829 5.163  0.01
N -3.328 9.970 -3.698  -0.75
N 8.802 0.826 2.159  0.03
N -3.550 -2.482 -10.349  0.05
N -0.963 -7.616 -3.401  -0.13
N 5.749 3.766 -4.733  -0.72
N -2.979 -3.012 6.690  0.02
C 4.549 5.580 6.578  -0.21
C -3.222 9.280 6.380  -0.46
C -1.467 -5.950 9.450  -0.10
C 0.174 -8.368 -2.834  -0.46
C -2.394 10.491 6.936  -0.16
C 7.451 -1.151 1.446  -0.22
C -2.079 -4.165 6.793  -0.41
C -0.037 -9.907 -3.128  -0.14
C 0.406 -2.475 -8.856  -0.04
C -1.360 -4.501 5.421  -0.07
C -2.358 -8.075 -3.464  -0.52
C 3.323 3.695 5.875  -0.11
C -3.278 -7.715 -2.380  -0.04
C -2.857 -7.487 -4.834  -0.02
C 1.343 -7.974 -3.711  -0.06
C -8.894 -0.043 3.378  -0.22
C 5.920 6.243 6.448  -0.43
C -2.415 -9.595 -3.552  -0.16
C -2.067 1.845 -0.920  -0.66
C -1.016 -4.068 7.909  -0.14
C -2.866 -3.295 -12.612  -0.06
C -1.087 -2.975 -10.777  -0.22
C 5.583 -0.838 0.160  -0.10
C -0.901 10.196 8.872  -0.10
C 8.424 -0.544 2.436  -0.45
C -2.538 7.979 6.350  -0.09
C 0.846 3.639 -10.992  -0.24
C -1.412 -10.438 -2.781  -0.20
C 6.240 7.344 7.470  -0.05
C -0.444 3.471 -10.080  -0.23
C 8.012 -0.717 3.896  -0.05
C -9.232 -0.998 4.600  -0.22
C 0.473 -8.129 -1.291  -0.01
C -2.586 -3.303 -11.089  -0.43
Li -3.024 8.765 1.031  0.94
H 3.119 3.105 6.769  0.10
H 9.313 -1.155 2.279  0.14
H -3.347 -10.105 -3.306  0.12
H -1.501 -11.506 -2.976  0.12
H -1.198 4.223 -10.311  0.12
H -4.035 9.055 7.071  0.14
H -1.599 -10.382 -1.709  0.10
H -2.169 -3.772 -13.301  0.07
H 4.323 5.556 7.644  0.14
H -2.972 -2.392 -9.525  0.05
H -0.555 -5.230 5.514  0.07
H 8.120 -1.683 4.391  0.09
H 6.936 -0.581 4.005  0.07
H 9.305 1.026 1.307  0.08
H 8.407 0.083 4.523  0.07
H -2.834 11.449 6.658  0.12
H -2.398 -7.882 -5.740  0.09
H -1.861 -5.118 10.034  0.08
H -0.416 -3.817 -10.950  0.12
H -0.343 -8.453 -0.644  0.07
H -4.302 10.400 5.148  0.07
H 3.227 2.855 5.188  0.08
H 2.477 4.345 5.656  0.09
H -0.061 -3.623 7.631  0.12
H -7.610 -0.750 5.494  0.07
H 2.247 -8.492 -3.391  0.09
H -4.260 -8.083 -2.675  0.09
H -1.457 -3.522 8.743  0.11
H -0.887 -6.578 10.126  0.08
H -0.967 2.525 -10.221  0.12
H -2.927 -8.168 -1.452  0.10
H -7.461 0.066 2.022  0.08
H -0.723 -3.686 5.076  0.06
H 0.006 -10.130 -4.194  0.12
H 1.145 -8.165 -4.766  0.08
H 9.432 1.031 2.921  0.07
H -3.227 7.219 5.983  0.08
H -1.472 10.515 6.353  0.11
H 7.225 7.093 5.061  0.07
H -2.799 -4.975 6.913  0.13
H -8.825 -1.994 4.429  0.12
H -1.952 -4.720 4.533  0.07
H -2.757 -4.290 -10.658  0.13
H 7.138 -2.149 1.753  0.14
H -2.708 -6.427 -5.040  0.07
H -2.379 -2.253 6.399  0.06
H -3.589 -1.635 -10.897  0.06
H 8.174 -1.269 0.638  0.13
H -3.466 -3.117 5.811  0.06
H 5.189 -1.750 0.609  0.09
H -2.618 -2.313 -13.015  0.06
H 5.909 7.778 5.172  0.07
H 7.201 7.795 7.222  0.09
H -10.226 -0.812 5.009  0.12
H -0.174 10.802 8.332  0.08
H 4.712 -0.225 -0.069  0.08
H -3.385 -6.634 -2.471  0.09
H 2.288 4.707 -11.242  0.09
H -1.473 -5.915 -3.738  0.08
H 5.337 7.943 7.591  0.09
H 0.149 2.626 -8.561  0.09
H -2.223 -6.616 9.034  0.08
H -2.389 -9.916 -4.593  0.11
H 0.514 -7.042 -1.226  0.07
H -0.547 9.168 8.795  0.07
H -1.653 7.979 5.714  0.08
H 6.606 5.396 6.488  0.14
H -3.937 -7.630 -4.863  0.09
H 1.461 -6.891 -3.739  0.08
H 0.829 -3.476 -8.777  0.08
H -0.810 -2.139 -11.419  0.11
H 1.633 2.940 -10.708  0.12
H -3.909 -3.488 -12.863  0.08
H -4.577 8.828 5.005  0.07
H -0.988 10.394 9.941  0.10
H 0.665 -10.555 -2.604  0.12
H 0.319 -2.046 -7.858  0.08
H 6.365 6.848 8.432  0.08
H -9.037 1.009 3.625  0.11
H 6.153 -1.051 -0.744  0.10
H -2.247 7.596 7.328  0.09
H 3.809 6.177 6.046  0.12
H 0.514 3.464 -12.015  0.12
H 1.366 -8.544 -0.823  0.08
H -9.676 -0.228 2.641  0.10
H 1.031 -1.783 -9.421  0.08

Computed properties:
2S+1	1
F_max	8.4	eV Å⁻¹
frontier orbital gap	1.5	eV
net charge	+2

---

Record 2
A structure of composition C34H86InN7O10 in a non-equilibrium geometry. Source: the Open Molecules 2025 dataset; level of theory: ωB97M-V with the def2-TZVPD basis set.

Last column: Löwdin charge in e.
Atoms and positions in Å:
In 5.056 -1.783 -1.280  0.61
O -1.937 1.506 7.910  -0.20
O 1.333 -6.099 8.226  -0.19
O 1.984 -0.918 -3.306  0.06
O 5.656 -1.165 -5.578  -0.11
O -6.055 -0.540 -5.968  -0.20
O 0.423 6.040 -3.450  -0.19
O 7.305 -2.468 0.669  -0.22
O 2.641 -0.608 3.502  -0.19
O -1.584 -3.553 -3.352  -0.19
O 7.485 -3.635 -1.226  -0.22
N -3.584 -5.087 -4.803  0.03
N -3.308 4.046 8.264  0.04
N 1.498 7.358 -5.806  0.04
N -5.554 0.790 -8.512  0.04
N 1.646 -3.634 6.685  0.05
N -0.064 0.405 3.773  0.04
N 2.571 0.564 -1.670  -0.07
C -3.345 1.586 7.875  -0.21
C -6.971 -0.636 -7.036  -0.21
C -3.451 -2.906 -5.883  -0.08
C 1.883 1.830 -1.949  -0.24
C 3.623 0.239 4.063  -0.10
C 7.629 -1.761 -4.272  -0.09
C 3.465 -5.108 6.033  -0.06
C 2.459 -5.258 8.397  -0.21
C -7.546 1.816 -7.560  -0.08
C -6.421 0.340 -4.923  -0.10
C 1.830 -0.550 -2.167  -0.52
C -0.233 5.949 -4.698  -0.21
C -1.381 0.976 9.097  -0.10
C 1.061 1.842 -3.227  -0.09
C -6.918 0.514 -8.051  -0.44
C 0.610 -0.264 4.894  -0.43
C 0.061 7.101 -5.669  -0.44
C -3.744 -3.645 -4.582  -0.43
C -2.931 -3.154 -3.377  -0.23
C -0.644 8.411 -5.329  -0.08
C -3.942 2.637 10.146  -0.08
C 4.229 -0.232 0.145  -0.26
C -0.707 -2.799 -4.183  -0.09
C 2.806 -4.370 7.196  -0.43
C 6.112 -1.632 -4.269  -0.52
C -3.950 2.779 8.627  -0.44
C 2.929 0.492 -0.230  -0.30
C 1.035 0.790 5.913  -0.07
C 1.567 -7.273 7.473  -0.11
C 6.911 -2.795 -0.481  -0.84
C 5.685 -0.677 -3.153  -0.25
C -0.167 6.920 -2.516  -0.11
C 0.799 -1.251 -1.301  0.01
C 1.740 -1.186 4.420  -0.22
H -2.962 2.855 10.569  0.06
H -2.586 -5.277 -4.846  0.07
H -0.140 8.948 -4.527  0.06
H -2.305 3.928 8.382  0.07
H 2.280 -1.620 5.265  0.09
H 3.009 1.538 0.082  0.09
H 1.242 -2.199 -1.001  0.08
H -3.899 -5.586 -3.976  0.06
H -4.260 -3.073 -6.596  0.07
H 1.955 6.524 -6.162  0.07
H -3.007 -2.061 -3.274  0.12
H -1.315 5.818 -4.550  0.12
H -6.093 1.362 -5.124  0.08
H 8.041 -0.812 -4.627  0.07
H -4.232 1.630 10.452  0.08
H 0.658 0.847 3.209  0.07
H 7.955 -1.922 -3.248  0.06
H -8.484 1.630 -7.033  0.07
H 4.121 -0.668 1.137  0.00
H -1.260 6.906 -2.587  0.09
H -4.645 3.342 10.590  0.07
H 2.614 2.636 -2.006  0.11
H 7.956 -2.599 -4.889  0.07
H -7.991 -0.775 -6.650  0.12
H -4.797 -3.463 -4.339  0.13
H 2.198 -4.605 9.236  0.12
H 1.284 -2.020 3.879  0.12
H -0.128 -0.908 5.387  0.13
H -7.496 0.183 -8.919  0.13
H 4.216 -5.817 6.387  0.08
H 3.954 -0.119 5.044  0.09
H -3.369 -1.831 -5.715  0.07
H 0.581 -0.672 -0.409  0.06
H -3.594 1.695 6.817  0.13
H -5.175 -0.038 -8.961  0.07
H 2.737 -5.650 5.430  0.07
H 0.195 7.944 -2.640  0.07
H 0.296 -2.869 -3.769  0.08
H -0.457 -0.302 3.159  0.07
H -0.649 9.069 -6.199  0.07
H -4.997 2.840 8.313  0.13
H 1.709 0.363 6.661  0.07
H 6.533 -0.051 -2.863  0.02
H 2.564 -7.680 7.667  0.09
H 6.431 -0.776 -5.998  0.04
H 4.475 0.255 3.385  0.09
H 5.662 -2.609 -4.112  0.11
H 0.157 1.186 6.428  0.05
H 0.822 -8.009 7.777  0.08
H -5.915 -0.001 -4.020  0.09
H -0.310 6.779 -6.647  0.13
H 3.528 -3.630 7.559  0.14
H -6.880 2.362 -6.893  0.06
H 1.205 2.090 -1.122  0.11
H -1.680 8.238 -5.028  0.07
H 0.900 -4.303 6.509  0.08
H 1.881 7.475 -4.872  0.07
H 3.958 -4.400 5.369  0.09
H 2.122 0.071 0.380  0.08
H 3.328 -5.853 8.708  0.12
H -1.222 1.752 9.850  0.08
H -7.502 0.327 -4.749  0.09
H -6.698 -1.556 -7.560  0.12
H -0.991 -1.743 -4.213  0.09
H -3.787 0.638 8.215  0.12
H -7.756 2.470 -8.406  0.07
H 5.005 0.530 0.246  0.02
H -2.532 -3.251 -6.354  0.07
H 1.539 1.634 5.444  0.06
H 0.124 6.580 -1.523  0.09
H 0.140 5.026 -5.149  0.12
H -0.083 -1.424 -1.905  0.06
H -0.681 -3.212 -5.194  0.08
H -4.967 0.922 -7.692  0.07
H 3.245 1.263 4.148  0.07
H -3.375 -3.592 -2.477  0.12
H -0.409 0.557 8.839  0.08
H -3.426 4.208 7.268  0.07
H 4.860 -0.044 -3.471  0.01
H 1.450 -7.096 6.402  0.08
H 3.746 -2.986 -1.649  -0.09
H 0.748 2.863 -3.454  0.05
H 1.277 -3.032 7.417  0.08
H -2.009 0.183 9.514  0.09
H 0.151 1.248 -3.146  0.07
H 1.618 1.471 -4.083  0.08

Computed properties:
2S+1	1
F_max	1.0	eV Å⁻¹
frontier orbital gap	2.0	eV
net charge	-2

---

Record 3
A cluster of 13 separate species, C34H86N8O13S5 in total in a non-equilibrium geometry. Source: the Open Molecules 2025 dataset; level of theory: ωB97M-V with the def2-TZVPD basis set.

Last column: Löwdin charge in e.
Atoms and positions in Å:
S -1.315 4.489 1.298  0.90
S 3.446 -4.317 0.825  0.82
S 0.568 -0.842 -0.196  0.86
S -4.773 -1.501 -3.692  0.93
S 3.805 4.579 0.666  0.83
O -0.852 -4.862 -5.129  0.04
O 1.360 5.269 -4.987  0.00
O -4.600 -0.176 -2.975  -0.58
O 1.688 -1.641 4.776  -0.01
O 3.392 3.183 0.340  -0.56
O -0.643 -1.303 -0.977  -0.60
O 2.259 -3.394 0.564  -0.59
O -2.584 -0.555 6.133  0.02
O -2.975 -2.232 2.350  -0.01
O -1.550 3.604 0.075  -0.58
O 5.312 -0.362 -1.362  0.04
O -3.154 4.134 -4.128  -0.01
O -5.783 2.319 1.386  -0.02
N -3.265 2.025 -3.360  0.01
N 3.198 -3.378 4.855  0.03
N -4.162 0.692 1.481  0.02
N -0.418 4.946 -3.635  0.03
N 5.173 1.085 -3.129  0.02
N -1.890 -4.203 2.430  0.01
N -0.500 -1.214 6.479  0.03
N -0.170 -2.753 -5.161  0.01
C -0.737 5.334 -6.025  -0.01
C 0.405 4.877 -2.413  -0.05
C -3.527 0.932 0.223  -0.06
C -3.825 3.181 -3.699  -0.54
C 4.362 -2.524 5.258  -0.04
C 6.152 -1.127 -3.366  -0.01
C -5.796 0.985 3.370  0.00
C -1.383 -4.159 1.111  -0.07
C 0.471 4.929 1.072  -0.28
C -3.146 -3.424 4.389  0.01
C -0.200 -3.903 -2.983  0.01
C -3.354 -1.587 -4.841  -0.27
C 3.427 -5.696 -0.364  -0.26
C -5.207 1.357 1.957  -0.51
C -0.470 -3.893 -4.512  -0.56
C 0.157 5.162 -4.813  -0.59
C 4.826 -3.428 0.042  -0.25
C 0.635 1.003 -0.523  -0.22
C -0.802 -2.089 7.628  -0.05
C -1.393 -0.467 5.899  -0.60
C -0.452 -2.524 -6.588  -0.07
C -1.845 1.833 -3.338  -0.05
C 5.659 4.780 0.507  -0.24
C -0.999 0.527 4.818  0.01
C 0.158 -0.932 1.600  -0.23
C 1.951 -2.861 4.708  -0.50
C -3.932 -2.725 -2.545  -0.22
C 0.847 -3.833 4.336  0.01
C 3.682 4.769 2.517  -0.24
C -2.606 -3.254 2.973  -0.53
C -5.331 3.218 -3.589  0.02
C 5.440 -0.092 -2.541  -0.58
C 4.583 2.151 -2.318  -0.07
C -0.972 3.401 2.769  -0.26
H 4.322 -2.456 6.346  0.08
H -0.129 -3.476 4.667  0.06
H -0.911 4.335 -6.425  0.08
H -1.428 2.316 -2.454  0.06
H -2.985 -2.284 -2.236  0.03
H -0.441 5.986 -6.846  0.07
H -0.136 2.732 2.565  0.04
H 0.693 -0.150 2.138  0.05
H 4.325 -1.525 4.823  0.08
H -1.395 4.704 -3.550  0.08
H -5.534 2.508 -4.391  0.09
H -2.408 -3.778 5.108  0.06
H -3.516 -1.135 -5.820  0.05
H 0.511 -1.863 2.042  0.02
H 5.981 5.727 0.940  0.05
H -1.762 2.695 3.027  0.03
H 0.861 5.597 1.839  0.05
H -0.005 4.045 -1.840  0.05
H -1.639 -3.281 0.517  0.08
H 1.303 1.482 0.193  0.03
H -0.312 -4.359 1.087  0.07
H -4.100 1.587 -0.432  0.08
H -1.791 0.752 -3.208  0.07
H -2.509 1.307 0.332  0.05
H -1.225 -1.509 8.448  0.08
H 4.708 -3.439 -1.042  0.05
H -5.771 1.879 3.993  0.07
H -1.651 5.839 -5.713  0.07
H -0.929 -0.996 1.637  0.03
H -1.457 -2.938 7.431  0.07
H 0.168 -2.436 7.982  0.08
H 0.278 5.864 -1.967  0.08
H 6.192 3.975 1.013  0.05
H 5.032 2.263 -1.331  0.06
H 6.282 -0.834 -4.408  0.07
H -1.217 2.131 -4.178  0.09
H -4.345 -3.024 -1.581  0.06
H 3.511 1.970 -2.248  0.08
H -3.465 -0.081 -0.175  0.08
H 0.020 -1.871 -4.708  0.13
H 5.282 1.251 -4.119  0.14
H -3.594 0.102 2.072  0.11
H -3.777 -3.602 -3.174  0.04
H 0.090 0.535 4.773  0.07
H -0.142 -2.904 -2.551  0.04
H 3.339 -4.362 4.675  0.13
H 0.727 -4.433 -2.768  0.07
H 0.225 -1.744 -6.935  0.08
H -5.754 4.213 -3.724  0.08
H 5.817 -3.794 0.313  0.05
H 4.411 4.265 3.152  0.05
H 4.815 3.130 -2.739  0.09
H 0.826 -3.946 3.252  0.06
H -0.810 3.937 3.704  0.05
H 4.795 -2.467 0.556  0.05
H -5.370 0.063 3.767  0.06
H -2.458 -1.204 -4.352  0.04
H -5.522 2.893 -2.567  0.09
H 5.314 -2.957 4.951  0.08
H -1.420 -2.127 -6.892  0.07
H -1.423 0.123 3.898  0.07
H -3.487 -2.508 4.872  0.07
H 1.447 4.721 -2.691  0.08
H 4.389 -6.209 -0.364  0.06
H 2.599 -6.383 -0.189  0.05
H 1.104 4.079 0.816  0.02
H 3.080 -5.249 -1.295  0.05
H -6.861 0.809 3.223  0.07
H -3.889 1.330 -2.974  0.04
H 5.577 -2.049 -3.283  0.08
H 1.085 1.156 -1.504  0.04
H -1.666 -5.022 2.976  0.15
H -0.960 -4.495 -2.474  0.08
H 0.981 -4.841 4.727  0.08
H 3.740 5.850 2.640  0.04
H 5.918 4.767 -0.552  0.04
H 2.714 4.434 2.889  0.03
H 0.449 -1.200 6.136  0.08
H 0.506 5.611 0.222  0.02
H -0.344 1.470 -0.410  0.01
H -3.152 -2.629 -5.089  0.04
H 7.177 -1.342 -3.064  0.08
H -3.979 -4.128 4.372  0.09
H -0.139 -3.402 -7.154  0.09
H -1.779 -5.043 0.611  0.09
H -1.347 1.534 5.046  0.08

Computed properties:
2S+1	1
F_max	4.4	eV Å⁻¹
frontier orbital gap	8.1	eV
energy relative to the best compared isomer or geometry (same formula, charge and spin)	60.9	kcal per mole

---

Electronic energy? In order: -108016.5991, -72725.7659, -129364.9754 eV.